(1)
25
Properties=species:S:1:pos:R:3:mulliken_charge:R:1 method="wB97M-V/def2-TZVPD" max_force_ev_per_a=3.039 gap_ev=9.312 lumo_energy_ev=0.81 total_charge=0 smiles=CCNC(C)C.O.O
C -0.30 -1.66 2.06 -1.2778
C -0.51 -0.18 1.89 -0.2000
N -0.23 0.11 0.46 -0.3165
C -0.01 1.52 0.13 0.5365
C 1.37 2.01 -0.13 -1.2788
C -0.90 1.86 -1.06 -1.4099
H -0.55 -2.36 1.24 0.3696
H 0.72 -1.81 2.41 0.3250
H -1.07 -2.21 2.59 0.3375
H 0.28 0.29 2.51 0.2114
H -1.46 0.36 2.14 0.2863
H 0.42 -0.57 0.08 0.2526
H -0.51 2.02 1.03 0.2024
H 1.38 2.87 -0.85 0.3413
H 2.11 1.28 -0.44 0.3062
H 1.81 2.65 0.64 0.3342
H -0.98 2.97 -1.04 0.3580
H -1.91 1.47 -1.11 0.2968
H -0.37 1.64 -2.00 0.3261
O 4.12 -2.92 -4.78 -0.6439
H 4.52 -3.24 -3.97 0.3202
H 4.77 -2.47 -5.34 0.3237
O -4.56 -1.37 1.24 -0.6491
H -4.34 -0.84 0.47 0.3250
H -3.79 -1.40 1.82 0.3235

(2)
56
Properties=species:S:1:pos:R:3:mulliken_charge:R:1 method="wB97M-V/def2-TZVPD" max_force_ev_per_a=2.993 gap_ev=9.791 lumo_energy_ev=-2.48 total_charge=+1
C 0.01 -0.30 0.35 0.4334
C 1.35 0.07 0.92 0.0666
C 1.45 1.53 0.88 -0.3398
C 1.17 2.37 1.89 -1.1201
N 1.83 2.14 -0.43 0.0717
N -0.54 -1.56 0.91 -0.6518
H -0.88 0.38 0.49 0.3355
H 0.15 -0.38 -0.72 -0.2767
H 2.19 -0.45 0.47 0.4826
H 1.44 -0.20 2.04 0.2721
H 1.02 2.07 2.94 0.2498
H 1.00 3.44 1.83 0.2918
H 2.16 3.08 -0.24 0.4447
H 0.96 2.27 -0.95 0.4234
H 2.57 1.62 -0.94 0.3922
H -0.58 -1.48 1.93 0.2592
H 0.32 -2.16 0.83 0.1096
H -3.07 1.01 0.55 0.3544
H -2.95 -0.48 1.05 0.3043
O -2.71 0.43 1.24 -0.8212
H 2.98 -0.96 -1.36 0.4034
H 2.70 0.07 -2.62 0.2640
O 3.03 -0.01 -1.71 -0.7405
H 2.05 -4.49 0.71 0.3539
H 1.59 -3.37 1.64 0.3291
O 1.56 -3.65 0.69 -0.8408
H -1.52 -2.13 -1.19 0.3109
H -2.92 -2.58 -1.55 0.2816
O -2.18 -2.06 -1.89 -0.6711
H 1.91 -2.74 -2.14 0.3111
H 2.34 -2.98 -0.64 0.4413
O 2.64 -2.64 -1.52 -0.7258
H -2.29 -0.62 -2.95 0.3608
H -2.74 -0.78 -4.51 0.3177
O -2.21 -0.29 -3.85 -0.6800
H 0.28 -2.73 3.35 0.3389
H 1.49 -3.11 4.12 0.2975
O 1.09 -3.23 3.26 -0.6576
H -0.76 5.11 -0.88 0.2942
H 0.39 4.95 -1.72 0.2985
O 0.10 4.67 -0.85 -0.5789
H -4.08 2.66 -0.57 0.2982
H -3.72 1.67 -1.66 0.2914
O -3.43 1.97 -0.79 -0.6250
H 0.22 2.37 -3.19 0.1996
H 0.38 0.79 -2.81 0.3329
O 0.60 1.74 -2.59 -0.6067
H -0.26 -0.07 4.05 0.2899
H 0.43 -0.92 5.02 0.2973
O 0.43 -0.75 4.07 -0.5732
H -0.61 -0.63 -3.30 0.3940
H 0.09 -0.35 -4.54 0.3258
O 0.35 -0.60 -3.63 -0.6782
H -2.40 1.42 3.95 0.2815
H -2.35 0.40 2.80 0.4911
O -2.10 0.53 3.75 -0.7089

(3)
12
Properties=species:S:1:pos:R:3:mulliken_charge:R:1 method="wB97M-V/def2-TZVPD" max_force_ev_per_a=4.953 gap_ev=5.794 lumo_energy_ev=-4.10 total_charge=0
O 1.05 -2.30 0.47 -0.3922
C 0.60 -1.30 0.93 0.1497
O -2.22 0.37 1.85 -0.7448
C -0.34 -0.31 0.32 0.3869
C 0.51 0.38 -0.40 -0.3573
O 0.98 1.10 -2.68 -0.7502
H -3.19 0.36 1.83 0.2709
H 1.03 -1.06 1.92 0.3728
H -1.24 0.10 1.04 0.1531
H 0.82 0.20 -1.51 0.3529
H 0.69 1.44 -0.19 0.3173
H 1.33 1.01 -3.58 0.2409

(4)
62
Properties=species:S:1:pos:R:3:mulliken_charge:R:1 method="wB97M-V/def2-TZVPD" max_force_ev_per_a=2.536 gap_ev="6.611 / 6.612" lumo_energy_ev="-4.27 / -4.27" total_charge=+1
Rh -0.62 -0.77 0.10 0.2355
C -3.18 -2.21 1.57 -0.9477
O -2.66 -1.42 0.47 -0.1477
H -4.22 -2.47 1.36 0.3257
H -3.10 -1.67 2.51 0.3088
H -2.60 -3.13 1.61 0.3958
H -3.26 -0.68 0.29 0.2550
C -0.51 -1.63 4.30 -1.6658
C 0.81 -1.35 3.59 1.0322
C 1.32 0.05 3.94 -1.5538
C 1.85 -2.41 3.93 -1.5998
N 0.58 -1.30 2.12 0.3413
N -0.03 -2.44 1.53 -0.3586
H -0.41 -1.41 5.36 0.4870
H -0.82 -2.67 4.22 0.3755
H -1.30 -0.98 3.90 0.1865
H 1.57 0.10 5.00 0.4623
H 0.55 0.80 3.73 0.3191
H 2.21 0.30 3.37 0.4082
H 2.10 -2.36 5.00 0.4193
H 2.78 -2.25 3.37 0.3600
H 1.49 -3.42 3.73 0.3717
H 1.44 -1.14 1.61 0.3784
H -0.82 -2.70 2.10 0.0945
H 0.55 -3.26 1.38 0.1965
C -2.91 -0.20 -2.30 -1.3980
P -1.25 -0.82 -2.01 1.9624
C -1.10 -2.43 -2.76 -1.5595
C -0.22 0.30 -2.98 0.4269
C -0.13 1.64 -2.60 -0.5410
C 0.74 2.49 -3.25 -0.7633
C 1.55 2.01 -4.28 -0.5798
C 1.45 0.68 -4.67 -0.5925
C 0.57 -0.17 -4.03 -0.5604
H -3.04 0.76 -1.80 0.4098
H -3.68 -0.90 -1.97 0.4357
H -3.01 -0.06 -3.38 0.4623
H -1.38 -2.34 -3.81 0.4988
H -1.76 -3.15 -2.26 0.4000
H -0.07 -2.80 -2.69 0.3693
H -0.74 2.02 -1.79 0.3368
H 0.81 3.53 -2.94 0.4207
H 2.25 2.67 -4.77 0.4205
H 2.07 0.30 -5.47 0.4366
H 0.52 -1.20 -4.35 0.4539
N 1.30 -0.65 -0.38 0.0525
C 1.99 -1.18 -1.19 0.3711
N 2.87 -1.74 -1.86 -0.7080
C 2.97 -2.02 -3.15 0.4799
N 3.08 -2.32 -4.26 -0.5093
Se -1.71 1.31 0.78 -0.0799
C -0.49 2.78 0.54 0.0087
C 0.88 2.62 0.56 0.0180
C 1.70 3.73 0.41 -0.8093
C 1.15 5.00 0.26 -0.5225
C -0.23 5.15 0.24 -0.6541
C -1.06 4.04 0.37 -0.3100
H 1.33 1.64 0.68 0.2658
H 2.78 3.61 0.42 0.4424
H 1.79 5.86 0.15 0.4007
H -0.66 6.13 0.11 0.4056
H -2.13 4.16 0.35 0.4287

(5)
76
Properties=species:S:1:pos:R:3:mulliken_charge:R:1 method="wB97M-V/def2-TZVPD" max_force_ev_per_a=2.404 gap_ev="4.177 / 4.161" lumo_energy_ev="-6.17 / -6.19" total_charge=+1
Pd 0.04 -0.05 -0.26 0.6198
N -1.92 0.00 3.03 -0.0701
C -2.19 0.90 2.05 0.0069
N -3.13 1.85 2.06 -0.4457
N -3.07 2.42 0.89 -0.6616
N -2.14 1.91 0.16 -0.4279
N -1.55 0.95 0.86 0.9327
C -1.14 -1.08 2.78 0.0737
N -0.95 -2.13 3.58 -0.4975
N -0.17 -2.95 2.94 -0.7050
N 0.16 -2.46 1.80 -0.5361
N -0.44 -1.27 1.65 0.9044
H -2.42 0.06 3.90 0.2504
O 1.27 1.02 2.20 -0.5157
N 1.80 1.38 0.95 0.1661
C 1.96 2.63 0.77 -0.9201
C 2.57 3.10 -0.46 0.2880
C 3.17 4.36 -0.49 -0.9235
C 3.88 4.78 -1.60 -0.6800
C 3.96 3.95 -2.71 -0.9258
C 3.31 2.73 -2.73 -0.7109
C 2.62 2.29 -1.60 0.8498
P 1.84 0.64 -1.64 1.8321
C 3.25 -0.46 -1.26 0.9209
C 4.39 -0.49 -2.05 0.0001
C 5.42 -1.35 -1.73 -0.9133
C 5.33 -2.17 -0.62 -0.6639
C 4.21 -2.13 0.19 -1.1704
C 3.17 -1.27 -0.13 -0.5549
C 1.47 0.49 -3.42 0.6977
C 0.59 1.46 -3.92 -0.5356
C 0.28 1.49 -5.27 -1.0015
C 0.83 0.55 -6.12 -0.6377
C 1.67 -0.44 -5.62 -0.8382
C 1.97 -0.48 -4.27 -0.2786
H 1.65 0.15 2.41 0.3742
H 1.71 3.35 1.54 0.4284
H 3.11 5.00 0.38 0.4661
H 4.36 5.74 -1.61 0.4253
H 4.53 4.27 -3.58 0.4631
H 3.35 2.12 -3.62 0.3890
H 4.47 0.16 -2.91 0.4329
H 6.31 -1.38 -2.35 0.4512
H 6.13 -2.85 -0.38 0.4231
H 4.13 -2.77 1.05 0.5286
H 2.29 -1.23 0.52 0.4860
H 0.18 2.20 -3.24 0.6577
H -0.38 2.25 -5.65 0.4839
H 0.61 0.59 -7.18 0.4664
H 2.08 -1.18 -6.28 0.5508
H 2.62 -1.26 -3.88 0.5192
Se -1.93 0.11 -2.11 0.0091
P -1.39 -2.02 -2.30 0.0788
Se 0.23 -2.64 -0.93 -0.0762
C -0.84 -2.41 -4.00 1.3415
C -1.42 -1.75 -5.07 -0.4498
C -1.05 -2.10 -6.36 -0.7160
C -0.09 -3.07 -6.57 -0.6809
C 0.50 -3.72 -5.49 -0.6925
C 0.11 -3.40 -4.21 -0.7643
C -2.89 -3.04 -2.05 1.4119
C -4.03 -2.69 -2.77 -0.4347
C -5.14 -3.51 -2.72 -0.7344
C -5.11 -4.67 -1.95 -0.5314
C -3.99 -4.98 -1.21 -0.6355
C -2.87 -4.17 -1.26 -0.5730
H -2.15 -0.97 -4.90 0.3788
H -1.50 -1.60 -7.20 0.4826
H 0.21 -3.32 -7.58 0.4198
H 1.25 -4.47 -5.65 0.4424
H 0.55 -3.91 -3.36 0.4336
H -4.04 -1.77 -3.35 0.2874
H -6.02 -3.25 -3.28 0.4155
H -5.97 -5.32 -1.94 0.4056
H -3.98 -5.87 -0.59 0.4294
H -1.98 -4.42 -0.68 0.2781

(6)
21
Properties=species:S:1:pos:R:3:mulliken_charge:R:1 method="wB97M-V/def2-TZVPD" max_force_ev_per_a=4.932 gap_ev=7.354 lumo_energy_ev=-6.17 total_charge=+1
C -2.22 0.06 1.71 -0.4425
C -3.01 -1.03 1.40 -0.6708
C -2.07 0.86 0.59 0.4160
C -3.41 -1.20 0.10 0.4478
C 2.96 -2.17 -0.65 -0.1267
C 1.84 0.00 -0.59 0.4855
C 2.58 1.10 -1.23 -0.9686
N 2.19 -1.26 -1.15 -0.3199
O 0.74 0.28 -0.11 -0.4156
O -0.41 2.68 1.64 -0.4490
O -1.11 2.96 -0.76 -0.4255
S -2.83 0.14 -0.90 -0.0145
S -1.00 2.20 0.43 1.1657
Cl -4.29 -2.46 -0.52 -0.0706
H -1.95 0.41 2.64 0.5320
H -3.13 -1.87 2.02 0.4178
H 3.29 -1.95 0.33 0.2394
H 3.26 -3.14 -1.05 0.2917
H 2.88 0.93 -2.24 0.3629
H 2.17 2.18 -1.04 0.2218
H 3.52 1.29 -0.61 0.3231

Please write out number 2 again, unchanged.
56
Properties=species:S:1:pos:R:3:mulliken_charge:R:1 method="wB97M-V/def2-TZVPD" max_force_ev_per_a=2.993 gap_ev=9.791 lumo_energy_ev=-2.48 total_charge=+1
C 0.01 -0.30 0.35 0.4334
C 1.35 0.07 0.92 0.0666
C 1.45 1.53 0.88 -0.3398
C 1.17 2.37 1.89 -1.1201
N 1.83 2.14 -0.43 0.0717
N -0.54 -1.56 0.91 -0.6518
H -0.88 0.38 0.49 0.3355
H 0.15 -0.38 -0.72 -0.2767
H 2.19 -0.45 0.47 0.4826
H 1.44 -0.20 2.04 0.2721
H 1.02 2.07 2.94 0.2498
H 1.00 3.44 1.83 0.2918
H 2.16 3.08 -0.24 0.4447
H 0.96 2.27 -0.95 0.4234
H 2.57 1.62 -0.94 0.3922
H -0.58 -1.48 1.93 0.2592
H 0.32 -2.16 0.83 0.1096
H -3.07 1.01 0.55 0.3544
H -2.95 -0.48 1.05 0.3043
O -2.71 0.43 1.24 -0.8212
H 2.98 -0.96 -1.36 0.4034
H 2.70 0.07 -2.62 0.2640
O 3.03 -0.01 -1.71 -0.7405
H 2.05 -4.49 0.71 0.3539
H 1.59 -3.37 1.64 0.3291
O 1.56 -3.65 0.69 -0.8408
H -1.52 -2.13 -1.19 0.3109
H -2.92 -2.58 -1.55 0.2816
O -2.18 -2.06 -1.89 -0.6711
H 1.91 -2.74 -2.14 0.3111
H 2.34 -2.98 -0.64 0.4413
O 2.64 -2.64 -1.52 -0.7258
H -2.29 -0.62 -2.95 0.3608
H -2.74 -0.78 -4.51 0.3177
O -2.21 -0.29 -3.85 -0.6800
H 0.28 -2.73 3.35 0.3389
H 1.49 -3.11 4.12 0.2975
O 1.09 -3.23 3.26 -0.6576
H -0.76 5.11 -0.88 0.2942
H 0.39 4.95 -1.72 0.2985
O 0.10 4.67 -0.85 -0.5789
H -4.08 2.66 -0.57 0.2982
H -3.72 1.67 -1.66 0.2914
O -3.43 1.97 -0.79 -0.6250
H 0.22 2.37 -3.19 0.1996
H 0.38 0.79 -2.81 0.3329
O 0.60 1.74 -2.59 -0.6067
H -0.26 -0.07 4.05 0.2899
H 0.43 -0.92 5.02 0.2973
O 0.43 -0.75 4.07 -0.5732
H -0.61 -0.63 -3.30 0.3940
H 0.09 -0.35 -4.54 0.3258
O 0.35 -0.60 -3.63 -0.6782
H -2.40 1.42 3.95 0.2815
H -2.35 0.40 2.80 0.4911
O -2.10 0.53 3.75 -0.7089